[1]
21
Properties=species:S:1:pos:R:3:mulliken_charge:R:1 method="wB97M-V/def2-TZVPD" charge=0 e_homo_ev=-8.91 e_above_lowest_ev=3.293 e_tot_ev=-16809.2263 homo_lumo_gap_ha=0.342 molar_mass_g_mol=131.25
N 0.0003 0.3077 1.0323 -0.07
H -1.2458 1.6586 3.2520 -0.11
C 1.0986 -0.6553 -0.8460 -0.59
H -1.4154 -2.5533 -3.8166 0.25
C 0.8149 -0.5507 1.5269 -0.40
H 0.7498 -1.3919 -1.5630 0.24
H 2.5823 -1.2830 0.6878 0.32
H 0.7876 1.6987 -1.7398 0.46
C 1.5294 -1.3285 0.5118 -0.45
H 0.8225 2.3448 -0.0162 0.31
H 0.8326 -0.7152 2.5562 0.50
H 1.1740 -2.4296 0.7115 0.27
O -2.8298 -0.1656 2.2053 -0.52
C 0.0530 0.3253 -0.4047 0.17
H -0.8882 -0.0125 -0.7131 0.43
H -0.8098 2.2522 -0.8660 0.28
H -1.3576 -2.0057 -3.2894 -0.24
H 1.9330 -0.0928 -1.4495 0.27
H -2.2540 1.8589 0.9843 -0.16
Si -1.8608 0.9619 2.0366 0.40
C 0.2833 1.7761 -0.8002 -1.35

[2]
109
Properties=species:S:1:pos:R:3:mulliken_charge:R:1 method="wB97M-V/def2-TZVPD" charge=-1 e_homo_ev=-1.75 e_above_lowest_ev=20.074 e_tot_ev=-90468.5513 homo_lumo_gap_ha=0.062 molar_mass_g_mol=783.51
C -3.7334 4.0490 2.7602 -0.72
H -4.6546 -7.0471 -1.9113 0.32
H -3.5753 3.8077 3.8114 0.39
O 4.0145 2.5708 7.9770 -0.43
H -0.7896 -4.6237 1.3015 0.35
H -2.7568 -4.9171 0.2697 0.36
H 4.0570 -2.2636 5.2462 0.34
C 1.6254 -3.6457 -6.7913 -0.70
H -9.4071 5.1607 3.4185 0.34
C -6.0406 3.2622 3.0246 -0.58
H 3.0989 -2.7735 -5.6916 0.25
O -7.4890 5.1661 3.9527 -0.33
H 2.2350 2.2452 9.0082 0.25
P 2.3474 4.1674 -8.3088 0.77
C -2.0616 7.4170 2.8162 -0.82
O -2.3656 -4.5898 2.7799 -0.37
H -5.0925 -5.2732 -0.3064 0.36
H -3.3270 3.1819 2.2396 0.37
H 6.1329 -4.5576 -5.9985 0.36
H 5.5741 -2.5345 -3.0732 0.25
H 4.1050 -3.0208 -3.6202 0.21
H -3.2996 -2.1374 0.1311 0.27
H -2.6816 -2.8683 3.6013 0.28
H 5.4183 -4.2673 -3.7715 0.34
C -0.5612 -1.7320 -9.2231 -0.77
C -1.5916 -3.9917 1.6830 -0.68
H 3.6863 1.1396 5.7503 0.10
H -1.9767 5.0131 2.3738 0.45
C 4.9515 2.1469 7.1187 -0.22
H 7.1274 1.0511 5.5504 0.27
H 3.3661 -1.0757 6.2798 0.23
H -1.5310 -1.9942 -8.8000 0.31
H 5.7176 -3.2033 -7.0471 0.35
H -3.0605 -6.9821 -2.7253 0.24
H 5.3182 1.1861 7.4799 0.27
H -2.3735 8.4537 2.9433 0.29
C 2.9202 1.7685 8.3072 -0.71
H -1.7105 7.5539 1.7934 0.33
H -3.2349 5.5874 1.2673 0.30
C -4.0336 -6.5021 -2.6223 -0.75
H 0.6018 -1.6532 -6.5975 0.37
O 5.3726 -2.7663 -5.1090 -0.40
H 3.6664 2.8450 5.5337 0.45
H -4.1096 -3.3291 2.8955 0.24
H 1.6139 -4.5050 -7.4618 0.36
C -7.4628 3.9367 3.2093 -0.65
O 1.1435 3.2738 -8.8172 -0.74
O -3.1836 6.5653 2.9761 -0.33
Na 4.0898 6.2736 -3.6464 0.25
O 3.1326 4.7943 -9.4740 -0.61
H 2.4194 1.7228 7.3401 0.33
C 3.9922 -4.3157 -6.3533 -0.64
F 2.3466 0.7528 -3.0580 -0.39
H 5.0071 -0.5345 4.0399 0.37
H -1.1957 -3.0158 1.9641 0.36
H -0.3556 -2.9280 -6.9678 0.34
H -6.2205 2.3888 2.3977 0.27
H -4.5969 -6.3068 -3.5348 0.25
H -0.7333 -2.0815 -10.2411 0.27
H 6.9925 1.0163 3.8604 0.43
H -8.4878 6.6202 2.8094 0.26
O 0.6271 -2.3200 -8.6366 -0.32
C -4.7204 -4.7028 -1.1575 -0.72
H 3.0814 0.7571 8.6804 0.27
C 0.6233 -2.5334 -7.2400 -0.48
O -3.6706 -5.2752 -2.0394 -0.29
C 6.3900 0.9026 4.7616 -0.81
O 3.3916 3.3609 -7.6464 -0.47
Na 6.3002 1.7519 -4.2253 0.65
O 1.9992 5.2955 -7.2469 -0.68
H 3.9132 -5.0476 -7.1572 0.46
C -2.4913 -3.8740 0.4417 -0.62
F 0.6198 1.4198 -1.7733 -0.44
C 5.4333 -3.7335 -6.1382 -0.59
C -3.0095 5.3554 2.3082 -0.57
O 5.3968 -0.9473 6.1363 -0.32
H 3.7210 -4.6616 -5.3558 0.36
B 2.0189 1.3368 -1.8529 0.55
H -5.6750 2.9756 4.0107 0.37
Na -0.7387 3.4667 -5.1713 0.79
H -5.2598 5.2442 2.8457 0.28
C -4.4656 -3.2192 -0.7790 -0.68
H -3.6442 -4.2504 4.3410 0.24
H -8.7018 6.5454 4.4537 0.23
N 3.0317 -3.1881 -6.6101 -0.32
H -3.9428 -2.7958 -1.6365 0.34
H -0.5555 -0.6440 -9.2885 0.31
H -1.2011 7.0175 3.3529 0.33
H 4.2720 -2.4507 6.9581 0.27
H 6.5827 -1.1392 4.2663 0.41
N -5.1233 4.2918 2.5384 -0.33
C -8.6053 5.8770 3.5981 -0.70
C 5.1595 -3.2097 -3.8217 -0.66
F 2.5529 2.5289 -1.9254 -0.31
H -8.0291 3.1668 3.7334 0.42
F 2.4440 0.5870 -0.8233 -0.38
N -3.6713 -3.0356 0.4054 -0.34
H -5.5736 -4.6482 -1.8336 0.57
C 5.8215 -0.5388 4.7644 -0.46
H 1.3339 -3.9820 -5.7963 0.38
H 5.8090 2.8003 7.2795 0.32
C 4.3435 2.0080 5.7042 -0.51
H 4.7902 1.8648 3.6916 0.28
H -5.4454 -2.7437 -0.8250 0.38
H -1.8783 -3.6582 -0.4334 0.51
C -3.2720 -3.7696 3.4363 -0.63
H -7.8862 3.9511 2.2050 0.40
N 5.2751 1.8878 4.5773 -0.41
C 4.2479 -1.7057 6.1629 -0.70

[3]
17
Properties=species:S:1:pos:R:3:mulliken_charge:R:1 method="wB97M-V/def2-TZVPD" charge=0 e_homo_ev=-10.05 e_above_lowest_ev=1.977 e_tot_ev=-9441.0655 smiles="CC(=O)C(C)(C)O" homo_lumo_gap_ha=0.400 molar_mass_g_mol=102.13
H -1.7196 -0.2423 -1.7721 0.31
C 0.2348 -1.6057 -0.0310 -1.74
H -2.2357 0.4854 -0.2446 0.35
H 0.7475 -2.1848 0.7444 0.43
C 0.3839 0.3489 1.6403 -1.31
H 1.5372 0.4620 1.5226 0.38
C -1.6145 0.6431 -1.1327 -1.28
C -0.1615 0.8305 -0.7726 0.63
H -0.8301 -1.8667 0.0019 0.36
C 0.5143 -0.1296 0.1967 1.44
H -1.9595 1.5196 -1.6847 0.37
H 0.0245 -0.4004 2.3649 0.32
H 2.1004 0.9396 -0.3877 0.38
O 1.9899 0.0475 -0.0037 -0.66
H -0.1555 1.2969 1.7884 0.27
H 0.6449 -1.8887 -1.0027 0.38
O 0.4990 1.7448 -1.2274 -0.61

[4]
288
Properties=species:S:1:pos:R:3:mulliken_charge:R:1 method="wB97M-V/def2-TZVPD" charge=0 e_homo_ev=-7.77 e_above_lowest_ev=0.000 e_tot_ev=-134115.0411 homo_lumo_gap_ha=0.309 molar_mass_g_mol=1535.37
H -2.9772 5.5948 0.8439 0.29
H -2.9367 3.8750 2.8044 0.64
H -1.5817 4.2425 -6.1178 0.48
H 3.3332 -5.5006 8.2762 0.32
H 8.2724 -2.3431 1.4806 0.29
H 2.0635 -3.4608 9.1290 0.44
C -0.4493 -6.8731 -1.2367 -1.11
H 1.5121 4.5122 4.7240 0.35
H -1.6992 -9.1953 -2.7291 0.39
C 2.1690 0.5538 6.8903 -0.68
H 8.9500 0.7158 1.2209 0.66
H -3.6640 1.4830 0.5030 0.77
H 3.8227 6.5591 1.1346 0.21
H -1.6595 -1.3559 8.9451 0.28
H -2.0788 8.1507 2.8603 0.36
C 5.2391 1.3236 4.0300 -0.70
C -5.0933 -1.7004 -5.3343 -1.37
H -5.1757 -1.8440 -4.2570 0.21
H -0.0725 2.6156 5.0621 0.17
H 0.7130 1.0392 4.9028 -0.96
H 1.5401 5.6755 0.3403 0.00
H 2.1657 -2.1024 3.3273 0.06
H -3.4887 -10.3352 -1.6653 0.44
H -0.6937 -1.2800 -8.3187 0.45
H -3.7701 -5.4838 4.1200 0.36
C -2.6689 -8.6980 -2.7045 -0.53
H -2.4984 -7.3346 -4.7708 0.54
C 7.9081 0.1242 -1.2154 -0.55
H 6.0477 1.5549 4.7233 0.44
C 2.4895 -1.8316 4.3323 -0.68
H 1.0779 5.2563 -1.3295 -0.06
H -6.7935 3.4324 1.0213 0.33
C -1.5453 -1.6719 -6.3271 1.21
H 5.7897 2.4161 -2.1478 0.23
N -2.5195 -7.2535 -2.7059 0.61
H -5.3613 -0.6871 -5.6337 0.23
C -1.6499 -1.1824 -7.8046 -1.42
H -1.7317 -1.8430 3.0685 -0.06
H -7.3401 -1.0025 1.3782 0.48
H -5.0953 3.3250 -2.6902 -0.07
C 1.6575 -4.1683 8.4060 -0.41
C -2.7240 2.3942 -1.3361 1.84
H 1.2144 4.3765 6.4588 0.36
C -2.1426 -1.7116 8.0350 -0.65
H -0.5887 3.6786 -3.2318 -0.18
C 6.1890 -0.8096 0.1973 -1.81
H -1.2933 4.3645 3.0368 0.40
H -4.5816 6.9226 -3.7666 0.36
H -4.5014 4.4321 -0.6580 -0.72
C -4.9040 3.6451 -0.0204 1.00
H -4.0530 0.5958 -0.8948 -1.20
H 2.6256 6.3755 2.3764 0.21
H 1.2285 2.2662 -2.0087 -0.31
H -1.4365 9.5071 1.9860 0.41
C 1.8097 2.0622 6.9758 -0.93
H 0.5774 1.5915 2.6548 0.03
C 3.5085 -0.7523 -4.2285 -0.32
C 0.3209 -0.9393 -0.0302 0.04
N -2.7817 -1.1736 -5.6061 0.39
H -1.8912 2.7862 -5.1792 -0.14
H 8.2297 2.3003 -1.2497 0.18
H 8.5310 -0.7631 -1.3284 0.34
H -1.8626 -3.2150 -0.9565 -0.27
H 0.2300 3.0543 -4.6151 0.28
C 2.2992 -5.5092 8.6211 -1.11
H -1.5993 -2.7373 0.7206 -0.04
C 8.1832 -0.0549 1.1432 -0.49
C -2.2634 5.6190 1.6673 -1.06
H 1.6664 -4.1048 -1.7299 0.54
H 0.0412 -7.2461 2.4769 0.48
C -2.0665 -1.3723 5.6423 0.73
H 3.5289 5.6060 -5.3629 0.30
H 4.2808 -0.8421 -4.9924 0.45
O 5.1329 4.3752 -2.1434 -0.43
C 1.6341 1.0244 -0.3488 0.03
H -4.7653 -5.8688 -1.9087 0.21
O 3.4511 -2.6214 6.9184 -0.63
H -3.8118 2.7090 -6.5192 0.41
H -0.2320 -4.9138 5.1403 -0.31
N 2.8897 -2.0645 -4.2182 0.31
N 7.2274 0.2064 0.0917 0.83
H -3.6364 -6.6509 2.7443 0.30
H -4.0978 5.0724 -6.0884 0.49
N 1.9765 2.6446 5.6281 1.02
H 3.0380 7.7930 -5.6612 0.39
H -0.3293 -3.5428 0.0546 0.30
H -1.5357 0.7671 -4.2077 -0.15
H -3.1426 -5.1324 -4.0588 0.25
C -5.5815 -1.6682 0.4370 0.70
C 3.6937 6.5227 2.2164 -0.64
C 4.1452 4.4511 -2.9450 0.71
H 2.0765 -0.8329 4.4734 -0.09
H 0.8146 2.1747 7.4062 0.35
H -6.5129 0.3496 0.6716 0.21
C 4.3808 4.2225 2.3516 0.60
C 1.1685 2.2564 3.2845 0.00
H -7.3677 -0.7928 -0.4183 0.32
H -2.0459 -5.5077 -1.4121 -0.30
O -4.0692 -3.8001 -0.1219 -0.06
C -5.6049 2.5947 -2.0616 -0.26
N -0.9709 6.1917 1.1948 0.57
H 2.0613 3.1822 -0.7032 0.11
H 2.7490 -2.0019 -2.1022 -0.51
C -1.3978 -0.8463 3.3571 0.68
H 6.4846 -1.7539 -0.2599 0.30
H -3.6545 -3.1357 -5.5985 -0.11
H -0.8551 -7.0477 -4.0939 0.34
H -4.4963 -8.9263 -1.5009 0.16
H 5.9572 -1.0930 1.2240 0.72
C -3.4571 -9.2533 -1.5361 -1.08
H 0.6454 -4.3114 8.7847 0.31
H 1.2790 0.0174 6.5614 -0.07
C -2.6118 5.9313 -4.1117 -0.46
C 0.8215 5.8593 -0.4584 -1.32
H -1.9759 -0.1465 -7.8983 0.26
O -2.7763 -2.3117 5.2997 -0.65
H 4.4684 7.9922 -4.6983 0.35
C -1.9287 -6.5866 -1.5137 0.02
O 0.9428 -1.3628 0.9233 -0.78
O 3.4447 3.4945 -3.2763 -0.46
H 3.4952 4.5992 7.1281 0.38
H 0.3448 2.6634 -0.5735 -1.17
H -0.5069 4.4318 0.2566 -1.01
H -2.1797 1.2012 3.0651 0.10
H -2.3080 -2.1641 -3.6844 -0.32
H 0.5080 -7.6095 4.0434 0.37
C -2.0560 4.2307 2.2697 -0.87
C 8.7911 1.3954 -1.4822 -1.30
C 5.4423 3.1736 -1.4452 0.28
H -0.2197 8.0867 0.4614 0.27
H -6.8692 4.5194 -0.2655 0.35
C -3.8458 -2.1228 -5.9528 0.22
H 4.4669 2.8525 -1.0796 -0.30
H -0.6858 -1.2786 -5.7843 -0.95
H 9.2650 -1.7066 0.2243 0.33
H -1.6899 6.0360 -3.5396 0.11
H -1.9509 -2.7807 7.9438 0.22
H 0.1275 -7.1632 6.2257 0.29
C -2.3763 0.1614 2.8036 -0.75
H 3.2859 5.6783 5.6973 0.41
C -4.4579 3.0375 -5.7051 -1.26
H -1.7345 1.9444 -1.2541 -0.47
H -3.4644 -0.9647 -3.5904 0.02
C 5.4356 2.1074 2.8110 0.30
O -6.0790 -2.9574 0.1207 -0.36
H 4.9495 -0.1857 -1.4344 -0.71
O -5.9658 -4.9146 -0.5952 -0.50
C -1.1162 -2.8526 -0.2497 -0.25
C -1.9198 -6.8379 -3.9920 -1.11
C -5.6866 1.2574 -2.8286 -0.83
H 4.7882 1.7502 2.0101 -0.53
H -4.7039 0.9178 -3.1559 -0.33
C -1.1086 7.6392 0.9061 -0.26
H -0.2935 8.3636 2.6660 0.23
H 6.1684 3.4877 -0.6955 0.13
H 2.7014 1.3283 -4.4659 0.38
H 2.3034 -5.6796 9.6977 0.42
H -6.2848 1.4892 -3.7098 0.71
H -6.1663 -6.7523 -1.1996 0.21
H 2.5290 0.6396 -0.8379 -0.66
H -2.3339 0.1332 1.7148 -0.15
H -6.6210 2.9873 -2.0233 0.74
O -1.7176 -0.9502 6.8689 -0.27
H 1.5881 -5.4008 4.4080 -0.04
O 5.2651 3.5134 3.0067 -0.46
H 7.6763 0.0638 2.1008 0.02
C 1.8790 4.0709 5.6507 -0.48
H -4.6353 -6.5689 -0.2827 0.13
C 3.2725 4.6513 6.0624 -1.42
H -2.7847 6.3201 2.3190 0.59
H -0.0740 -6.3354 -0.3659 0.18
H 3.5720 -1.9126 4.4312 0.62
H -1.6123 -5.7727 1.9365 -0.40
C 0.1884 -6.7592 3.4409 -0.86
C -5.3145 -6.1032 -0.9968 -0.31
H -1.5263 -4.3949 2.9396 -0.60
C 4.8926 -0.3250 -0.3549 1.73
H 1.2804 -2.0937 -5.6629 -0.36
H 4.6255 0.5848 0.1827 -0.81
C -1.4251 -0.1835 -3.6859 1.20
H -1.9401 -5.0340 5.4519 0.29
C 1.9000 -3.8667 -2.7676 -1.81
H -2.9806 -8.9728 -0.5968 0.22
H 4.1485 -1.1185 -0.2853 0.29
C -2.5356 -1.1889 -4.1150 0.17
C -6.2089 4.2220 0.5492 -1.73
H -2.3135 -1.7500 -8.4570 0.36
H 2.4586 0.1700 7.8685 0.57
H 3.0126 0.3965 6.2182 0.06
H -5.3892 2.9895 -6.2696 0.48
O -0.6508 -1.6073 -0.6651 0.16
C -4.0910 4.4138 -5.2199 -1.02
H -2.4808 6.5584 -4.9935 0.45
H -2.5611 -6.8228 -0.6579 -0.01
O 1.8013 -2.6055 5.2505 0.26
N -1.1140 -6.3625 3.9106 0.12
H -0.3601 -0.7978 3.0269 -0.22
C 1.2493 -5.6690 3.4074 -0.58
H 1.2647 -1.8290 -2.8686 -0.37
H 1.7561 -6.2630 8.0511 0.13
O 4.1771 5.7225 -3.4650 -0.34
H 4.0623 4.1595 5.4945 0.20
H 3.9041 7.5581 2.4844 0.35
H 2.9251 -3.3230 -7.2883 0.53
C -5.2846 -3.8640 -0.1927 0.51
H 9.7038 1.4886 -0.8935 0.36
C 0.8595 2.1145 4.8007 0.19
H 1.5535 0.1503 -3.9234 -0.25
H -3.1104 -9.0351 -3.6424 0.47
C 2.2017 -2.3772 -2.9669 1.37
O 4.4358 5.4891 2.8828 -0.40
H -5.8735 -2.4386 -5.5197 0.51
H 0.1175 -6.5732 -2.1181 0.17
H -4.5013 2.2477 -4.9552 0.02
H -2.6177 3.4401 -1.0484 -0.33
H 1.0852 3.2476 2.8387 0.30
C -0.3830 3.8913 -4.2808 -0.67
H -4.8519 -1.2428 -0.2521 -0.10
H 2.5381 2.4823 7.6693 0.48
H -3.3322 -0.2171 3.1655 0.48
C 3.2478 -2.5836 -6.5553 -1.83
H 2.2676 5.9119 -4.1735 -0.26
O -1.4155 -0.5913 4.7655 -0.16
H 4.2545 1.5813 4.4203 -0.37
H 8.9553 1.3306 -2.5578 0.41
C 1.3393 2.3985 -0.9325 1.52
H -1.2850 5.4732 -0.8760 -0.48
H -3.9437 -2.1525 -7.0380 0.41
H 0.8963 -4.8022 2.8486 0.06
H -1.7600 -5.0132 -5.0811 0.31
C -1.0544 -5.6249 5.2184 0.54
C -3.8680 1.6163 -0.5594 -0.52
H -4.1155 3.5243 0.7224 -0.21
C -3.3547 -5.6711 3.1298 -1.08
C 8.8407 -1.4572 1.1969 -1.38
H 2.1965 1.9841 3.0453 -0.31
H 3.9860 -0.5835 -3.2633 -0.60
O 1.4637 -3.7481 7.0859 0.07
H 4.1946 -2.9988 -6.2101 0.34
N -2.8535 4.5034 -4.3831 1.12
H 2.9301 8.2559 -3.9362 0.31
H -0.4007 -0.5225 -3.8402 -0.44
H -3.8867 -4.9272 2.5368 0.02
H -3.9712 5.9571 -2.3978 0.16
O 3.7395 3.8204 1.4266 -0.10
H -1.9432 7.8596 0.2406 0.12
H 9.6682 -1.5414 1.9013 0.43
H -1.6260 0.1504 -2.6679 -0.93
H -0.3307 -7.9453 -1.0804 0.34
C 2.2408 -2.5641 -5.4520 0.71
C -1.8314 -5.4412 2.9515 1.42
H -6.2810 0.5464 -2.2549 0.12
H -3.2170 -1.5862 8.1695 0.31
H 7.1836 0.0324 -2.0246 0.31
C -3.6887 6.6017 -3.2301 -1.38
C -6.7817 -0.6919 0.4951 -1.48
H 1.0686 -4.2889 -3.3322 0.08
C 3.3064 6.1215 -4.4287 0.52
H 2.8132 -4.4185 -2.9903 0.50
H 1.8965 -3.5935 -5.3527 0.46
C -1.2713 8.4496 2.1920 -1.27
H 5.2743 0.2641 3.7767 0.35
H 1.9922 0.1960 -5.5987 0.31
H -1.7996 3.5034 1.4994 -0.22
C -1.7021 3.8571 -5.1054 -0.37
H -6.0835 5.0857 1.2022 0.41
H 0.8717 6.8896 -0.8106 0.86
C 2.4025 0.2878 -4.5930 -0.07
H -1.5384 -4.7529 -3.3089 -0.34
C -0.5637 5.4736 -0.0588 1.77
H -4.9741 4.6634 -4.6317 0.40
H 1.8888 0.9878 0.7104 0.04
C -2.0679 -5.3133 -4.0795 -0.01
O 0.5044 0.2187 -0.6970 1.18
H 0.1780 4.8251 -4.3170 0.29
H 3.2845 -1.5875 -6.9965 0.31
H -3.3179 7.4701 -2.6856 0.46
C 2.3610 -2.9592 6.4933 0.32
C -0.8044 -6.6232 6.3933 -1.52
H 6.4261 1.9229 2.3951 0.48
H 2.1712 -6.0947 3.0111 0.56
H -5.1082 -1.6771 1.4188 0.15
H -0.6712 -6.0319 7.2992 0.31
H -1.6158 -7.3302 6.5668 0.33
H -1.4390 -2.7499 -6.2058 -0.14
H -2.9185 2.4688 -2.4060 0.06
C 3.4426 7.6256 -4.6630 -1.41
N -5.1119 2.3712 -0.6956 0.47

no.,E_LUMO (eV)
1,0.409
2,-0.067
3,0.829
4,0.647